(1)
A cluster of 2 separate species, C18H26FN2O11P in total in a non-equilibrium geometry, computed with ωB97M-V/def2-TZVPD.

CARTESIAN COORDINATES (ANGSTROEM)
C 1.250 1.513 2.847
C 0.447 0.236 2.401
O -0.247 0.349 1.120
C 0.436 1.092 0.203
C 1.765 0.684 -0.323
C 2.455 -0.651 0.153
O 3.086 -0.684 1.175
O 2.366 -1.800 -0.597
C 0.995 -2.094 -0.960
C 0.122 -2.705 0.194
O -1.207 -2.809 -0.384
C -2.169 -3.167 0.581
O -2.125 -4.273 1.063
C -3.314 -2.200 1.057
C -2.802 -1.124 2.104
C 2.394 1.587 -1.315
C 3.817 1.299 -1.944
O 4.716 0.883 -0.931
C 5.356 -0.319 -1.159
C 6.422 -0.732 -0.062
O 5.171 -1.099 -2.054
C 1.653 2.783 -1.740
F 2.272 3.553 -2.689
N 0.402 3.107 -1.263
N -0.239 4.240 -1.758
C -0.229 2.316 -0.289
P -1.933 2.674 0.443
C -3.087 1.589 -0.618
O -2.329 4.305 0.276
H 2.341 1.382 2.611
H 0.825 2.484 2.493
H 1.194 1.543 3.976
H 1.073 -0.694 2.429
H -0.359 0.076 3.173
H 1.034 -2.876 -1.771
H 0.456 -1.216 -1.421
H 0.019 -2.047 1.096
H 0.454 -3.742 0.455
H -4.082 -2.827 1.577
H -3.826 -1.679 0.200
H -1.831 -1.495 2.539
H -3.511 -0.931 2.948
H -2.661 -0.154 1.544
H 3.642 0.604 -2.800
H 4.215 2.258 -2.388
H 7.458 -0.598 -0.453
H 6.227 -0.163 0.892
H 6.201 -1.805 0.175
H -1.192 3.918 -1.989
H 0.153 4.533 -2.659
H -2.521 0.622 -0.759
H -4.032 1.454 -0.036
H -3.241 2.068 -1.620
H -3.267 4.448 0.508
C -5.863 -2.379 -1.195
O -5.968 -2.716 0.014
O -6.373 -3.338 -2.046
O -5.382 -1.352 -1.707
H -6.628 -3.931 -1.317

Results
Electronic energy: -2079.656179 hartree
Highest occupied orbital energy: -6.65 eV



(2)
The molecule C18H26N2O5, computed with ωB97M-V/def2-TZVPD.

CARTESIAN COORDINATES (ANGSTROEM)
C -10.069 -0.516 -0.305
C -9.306 -1.589 0.462
C -7.842 -1.708 0.037
C -7.014 -0.478 0.401
C -5.542 -0.675 0.057
O -4.856 0.512 0.407
C -3.526 0.601 0.185
C -2.735 -0.407 -0.363
C -1.381 -0.200 -0.558
C -0.785 1.006 -0.209
C 0.660 1.290 -0.384
O 1.259 2.089 0.326
N 1.276 0.638 -1.395
C 2.665 0.861 -1.735
C 3.628 0.115 -0.798
O 4.339 -0.796 -1.170
N 3.593 0.576 0.461
C 4.468 0.019 1.464
C 5.877 -0.106 0.880
O 6.429 0.776 0.281
O 6.407 -1.287 1.177
C 7.678 -1.594 0.594
C 7.484 -2.298 -0.741
C -1.577 2.000 0.368
C -2.924 1.809 0.555
H -9.678 0.474 -0.088
H -9.997 -0.690 -1.377
H -11.121 -0.532 -0.027
H -9.353 -1.374 1.532
H -9.792 -2.553 0.298
H -7.794 -1.871 -1.043
H -7.405 -2.583 0.524
H -7.375 0.398 -0.137
H -7.099 -0.275 1.470
H -5.429 -0.875 -1.018
H -5.133 -1.528 0.617
H -3.163 -1.358 -0.637
H -0.793 -1.014 -0.958
H 0.765 -0.040 -1.935
H 2.875 1.932 -1.654
H 2.842 0.527 -2.757
H 2.956 1.337 0.688
H 4.498 0.692 2.322
H 4.133 -0.974 1.784
H 8.237 -0.663 0.461
H 8.186 -2.236 1.318
H 6.861 -1.682 -1.385
H 6.986 -3.252 -0.594
H 8.446 -2.463 -1.216
H -1.106 2.927 0.659
H -3.544 2.576 0.990

Results
Electronic energy: -1187.263154 hartree
Energy above the lowest of the compared OMol25 structures with the same formula, charge and spin: 13.2 kcal/mol
SMILES: CCCCCOc1ccc(C(=O)NCC(=O)NCC(=O)OCC)cc1
Highest occupied orbital energy: -8.87 eV



(3)
The molecule C18H26N2O5S2, computed with ωB97M-V/def2-TZVPD.

CARTESIAN COORDINATES (ANGSTROEM)
C -0.428 0.368 4.889
C 0.409 0.758 3.680
O 0.467 -0.305 2.723
C 1.378 -1.266 2.897
O 2.159 -1.321 3.808
C 1.302 -2.233 1.730
C 2.016 -3.560 1.966
C 1.904 -4.409 0.700
C 2.421 -3.648 -0.522
N 1.739 -2.371 -0.660
C 0.860 -2.203 -1.676
O 0.712 -3.066 -2.524
C 0.066 -0.897 -1.807
C -0.943 -0.669 -0.670
C -1.700 0.637 -0.906
N -0.738 1.702 -1.037
S -1.158 3.209 -0.516
O 0.002 4.040 -0.613
O -1.814 3.057 0.746
C -2.339 3.786 -1.707
C -2.105 4.597 -2.774
C -3.258 4.780 -3.569
C -4.330 4.094 -3.091
S -3.959 3.218 -1.657
C 0.103 1.582 -2.201
C 0.961 0.325 -2.061
C 1.932 -1.545 0.503
H -1.429 0.082 4.576
H -0.499 1.213 5.568
H 0.034 -0.466 5.410
H -0.040 1.595 3.140
H 1.429 1.009 3.989
H 0.243 -2.415 1.517
H 1.572 -4.083 2.814
H 3.063 -3.367 2.207
H 2.474 -5.332 0.814
H 0.859 -4.675 0.532
H 2.244 -4.219 -1.434
H 3.494 -3.456 -0.419
H -0.524 -1.048 -2.721
H -0.464 -0.591 0.301
H -1.648 -1.501 -0.644
H -2.324 0.563 -1.810
H -2.332 0.877 -0.050
H -1.147 5.046 -2.958
H -3.283 5.393 -4.452
H -5.322 4.054 -3.494
H -0.508 1.527 -3.116
H 0.725 2.477 -2.240
H 1.669 0.486 -1.251
H 1.531 0.167 -2.978
H 1.512 -0.554 0.373
H 3.011 -1.442 0.675

Results
Electronic energy: -1983.611236 hartree
Energy above the lowest of the compared OMol25 structures with the same formula, charge and spin: 1.8 kcal/mol
SMILES: CCOC(=O)[C@@H]1CCCN(C(=O)C2CCN(S(=O)(=O)c3cccs3)CC2)C1
Highest occupied orbital energy: -9.25 eV



(4)
The molecule C18H26N2S in a non-equilibrium geometry, computed with ωB97M-V/def2-TZVPD.

CARTESIAN COORDINATES (ANGSTROEM)
C -0.223 -3.412 2.083
C 0.795 -2.547 1.205
N 0.066 -1.826 0.071
C -0.623 -0.496 -0.017
C -1.330 -0.558 -1.210
C -0.965 -1.831 -1.904
C -1.392 -2.299 -3.197
C -0.962 -3.597 -3.613
C -0.019 -4.238 -2.800
C 0.317 -3.775 -1.605
C -0.146 -2.532 -1.092
C -2.187 0.540 -1.711
C -3.112 0.963 -0.591
S -2.133 1.805 0.623
C -0.650 0.689 0.949
C -0.892 0.207 2.384
C 0.720 1.395 0.754
C 0.894 2.796 1.282
N 2.083 3.610 0.785
C 2.608 3.672 -0.639
C 2.626 4.816 1.612
H -1.125 -3.617 1.550
H -0.585 -2.942 3.086
H 0.284 -4.336 2.237
H 1.490 -3.281 0.743
H 1.310 -1.794 1.828
H -2.047 -1.732 -3.829
H -1.253 -3.911 -4.607
H 0.537 -5.137 -3.056
H 0.992 -4.410 -1.014
H -1.655 1.529 -2.029
H -2.836 0.129 -2.503
H -3.750 0.132 -0.169
H -3.702 1.686 -1.138
H -1.052 1.022 3.111
H -1.815 -0.491 2.309
H -0.092 -0.412 2.913
H 0.882 1.250 -0.324
H 1.394 0.660 1.298
H -0.065 3.303 1.070
H 1.064 2.742 2.392
H 3.046 4.650 -0.740
H 3.488 3.033 -0.809
H 1.802 3.355 -1.343
H 2.363 4.602 2.668
H 2.230 5.787 1.323
H 3.622 4.798 1.666

Results
Electronic energy: -1209.059612 hartree
Energy above the lowest of the compared OMol25 structures with the same formula, charge and spin: 107.1 kcal/mol
SMILES: CCn1c2c(c3ccccc31)CCS[C@]2(C)CCN(C)C
Highest occupied orbital energy: -7.68 eV



(5)
The molecule C18H26N4O6S, computed with ωB97M-V/def2-TZVPD.

CARTESIAN COORDINATES (ANGSTROEM)
C -0.904 -1.928 0.194
N 0.352 -1.741 -0.512
C 0.294 -0.933 -1.717
C 0.397 0.563 -1.432
C 0.062 1.402 -2.659
N 0.013 2.836 -2.393
C -0.764 3.427 -1.434
O -0.434 4.455 -0.876
C -2.049 2.757 -1.095
C -2.962 2.116 -1.878
N -4.064 1.633 -1.234
C -3.998 1.904 0.038
C -5.054 1.470 1.036
O -6.305 2.014 0.730
C -6.921 1.113 -0.193
C -6.219 -0.229 0.065
O -5.201 0.076 1.024
S -2.610 2.782 0.525
C 1.502 -2.256 0.010
O 1.516 -2.909 1.039
C 2.790 -1.990 -0.760
C 4.029 -2.362 0.031
N 4.260 -1.521 1.207
C 3.602 -0.234 1.364
C 3.747 0.259 2.786
O 5.108 0.274 3.158
C 5.599 -1.048 3.222
C 5.275 -1.915 2.016
O 5.904 -2.943 1.826
H -0.707 -2.452 1.123
H -1.370 -0.965 0.416
H -1.598 -2.515 -0.412
H 1.064 -1.248 -2.422
H -0.665 -1.142 -2.200
H -0.302 0.811 -0.629
H 1.398 0.814 -1.068
H 0.809 1.253 -3.440
H -0.886 1.069 -3.081
H 0.879 3.341 -2.516
H -2.882 1.996 -2.948
H -4.775 1.785 2.043
H -7.985 1.091 0.033
H -6.763 1.455 -1.216
H -6.874 -0.975 0.511
H -5.769 -0.626 -0.845
H 2.779 -2.607 -1.663
H 2.833 -0.954 -1.101
H 3.950 -3.391 0.375
H 4.902 -2.311 -0.626
H 4.025 0.508 0.675
H 2.536 -0.335 1.150
H 3.376 1.279 2.870
H 3.173 -0.385 3.465
H 6.682 -1.000 3.309
H 5.205 -1.568 4.106

Results
Electronic energy: -1770.163013 hartree
Energy above the lowest of the compared OMol25 structures with the same formula, charge and spin: 12.9 kcal/mol
SMILES: CN(CCCNC(=O)c1cnc(C2OCCO2)s1)C(=O)CCN1CCOCC1=O
Highest occupied orbital energy: -9.23 eV



(6)
The molecule C18H26N6O4, computed with ωB97M-V/def2-TZVPD.

CARTESIAN COORDINATES (ANGSTROEM)
C -1.916 2.170 -1.316
C -2.293 2.700 0.031
N -2.255 3.992 0.290
N -2.643 4.093 1.574
C -2.925 2.901 2.146
C -3.355 2.773 3.569
C -2.715 1.961 1.163
C -2.852 0.477 1.249
C -1.499 -0.225 1.229
O -0.472 0.376 1.513
N -1.466 -1.541 0.883
C -2.636 -2.395 0.711
C -2.732 -3.350 1.899
O -3.763 -3.585 2.493
N -1.518 -3.857 2.220
C -0.420 -3.724 1.278
C -0.180 -2.250 0.952
C 0.582 -2.116 -0.376
O 0.739 -3.060 -1.129
N 1.034 -0.863 -0.617
C 1.989 -0.597 -1.660
C 1.705 0.709 -2.386
C 2.788 0.919 -3.431
C 4.146 1.033 -2.763
N 4.391 -0.003 -1.766
C 5.743 -0.023 -1.234
C 3.414 -0.666 -1.085
O 3.641 -1.336 -0.093
H -1.681 1.105 -1.266
H -2.722 2.306 -2.039
H -1.037 2.690 -1.696
H -2.684 5.003 1.998
H -3.456 1.724 3.839
H -2.620 3.216 4.243
H -4.315 3.259 3.744
H -3.378 0.174 2.158
H -3.463 0.123 0.416
H -3.554 -1.823 0.670
H -2.540 -2.961 -0.219
H -1.477 -4.533 2.965
H 0.481 -4.143 1.717
H -0.612 -4.269 0.352
H 0.415 -1.770 1.729
H 0.952 -0.205 0.150
H 1.911 -1.428 -2.365
H 0.714 0.665 -2.838
H 1.701 1.538 -1.670
H 2.791 0.077 -4.128
H 2.604 1.822 -4.013
H 4.940 0.980 -3.512
H 4.239 2.012 -2.276
H 5.823 -0.810 -0.492
H 6.452 -0.203 -2.043
H 5.985 0.935 -0.767

Results
Electronic energy: -1331.093086 hartree
Energy above the lowest of the compared OMol25 structures with the same formula, charge and spin: 7.0 kcal/mol
SMILES: Cc1n[nH]c(C)c1CC(=O)N1CC(=O)NC[C@H]1C(=O)N[C@H]1CCCN(C)C1=O
Highest occupied orbital energy: -8.90 eV